# 1
{"formula": "C45H55MoN6P2Si2", "method": "ωB97M-V/def2-TZVPD", "energy_ev": -92685.189, "e_homo_ha": -0.401, "total_charge": 1, "orbital_gap_ha": 0.2530, "symbols": ["Mo", "C", "Si", "C", "C", "N", "P", "C", "P", "N", "Si", "C", "C", "C", "C", "C", "C", "C", "C", "C", "C", "C", "C", "C", "C", "C", "C", "C", "C", "C", "C", "C", "C", "C", "C", "C", "C", "C", "H", "H", "H", "H", "H", "H", "H", "H", "H", "H", "H", "H", "H", "H", "H", "H", "H", "H", "H", "H", "H", "H", "H", "H", "H", "H", "H", "H", "H", "H", "H", "H", "H", "H", "H", "H", "H", "H", "N", "C", "N", "C", "N", "C", "C", "C", "C", "C", "C", "C", "C", "C", "C", "C", "C", "N", "H", "H", "H", "H", "H", "H", "H", "H", "H", "H", "H", "H", "H", "H", "H", "H", "H"], "positions_angstrom": [[0.56, -0.13, 0.48], [-0.42, -4.10, -0.17], [-1.79, -2.89, 0.09], [-2.67, -3.45, 1.64], [-3.00, -3.09, -1.32], [-1.21, -1.18, 0.21], [-2.21, 0.09, 0.66], [-1.06, 1.29, 1.10], [-0.31, 2.34, -0.03], [1.09, 1.49, -0.50], [2.70, 2.26, -0.85], [2.57, 3.35, -2.35], [3.94, 0.90, -1.11], [3.29, 3.27, 0.60], [-1.08, 2.88, -1.57], [-0.61, 2.40, -2.80], [-1.12, 2.90, -3.98], [-2.11, 3.88, -3.95], [-2.61, 4.33, -2.74], [-2.10, 3.83, -1.55], [0.11, 3.86, 0.85], [0.29, 3.76, 2.24], [0.62, 4.89, 2.98], [0.75, 6.12, 2.34], [0.55, 6.23, 0.98], [0.24, 5.10, 0.23], [-3.40, 0.52, -0.61], [-4.48, 1.34, -0.27], [-5.40, 1.72, -1.23], [-5.23, 1.31, -2.55], [-4.13, 0.54, -2.90], [-3.21, 0.15, -1.94], [-3.15, -0.32, 2.14], [-4.52, -0.58, 2.16], [-5.16, -0.88, 3.36], [-4.44, -0.93, 4.54], [-3.07, -0.68, 4.53], [-2.43, -0.37, 3.34], [-0.88, -5.04, -0.50], [0.14, -4.31, 0.74], [0.29, -3.80, -0.94], [-2.70, -4.55, 1.60], [-3.70, -3.10, 1.68], [-2.17, -3.16, 2.56], [-3.39, -4.11, -1.24], [-2.53, -2.99, -2.30], [-3.84, -2.41, -1.26], [2.38, 2.78, -3.26], [3.53, 3.87, -2.46], [1.79, 4.10, -2.24], [3.98, 0.55, -2.15], [3.77, 0.04, -0.46], [4.93, 1.30, -0.86], [3.18, 4.34, 0.39], [4.36, 3.06, 0.76], [2.77, 3.07, 1.53], [0.15, 1.64, -2.81], [-0.74, 2.55, -4.93], [-2.50, 4.28, -4.88], [-3.39, 5.07, -2.72], [-2.48, 4.19, -0.60], [0.16, 2.81, 2.72], [0.77, 4.81, 4.04], [0.99, 7.00, 2.92], [0.64, 7.19, 0.48], [0.10, 5.19, -0.84], [-4.61, 1.67, 0.76], [-6.24, 2.34, -0.96], [-5.95, 1.60, -3.30], [-3.99, 0.24, -3.94], [-2.35, -0.44, -2.21], [-5.09, -0.59, 1.24], [-6.22, -1.09, 3.36], [-4.94, -1.17, 5.47], [-2.50, -0.71, 5.46], [-1.37, -0.14, 3.34], [6.18, 0.88, 2.49], [5.04, 0.86, 2.71], [3.75, 0.86, 3.02], [2.68, 0.62, 2.48], [1.58, 0.43, 2.07], [1.57, -3.23, 2.85], [2.89, -2.77, 2.22], [4.06, -3.19, 3.11], [3.03, -3.25, 0.79], [3.79, -4.36, 0.49], [3.96, -4.77, -0.83], [3.35, -4.08, -1.85], [2.53, -2.98, -1.62], [1.87, -2.42, -2.90], [1.13, -1.08, -2.85], [0.92, -3.46, -3.53], [2.38, -2.56, -0.28], [1.59, -1.46, 0.04], [1.50, -2.89, 3.89], [1.50, -4.32, 2.84], [0.70, -2.84, 2.31], [2.89, -1.70, 2.19], [4.05, -4.26, 3.33], [3.99, -2.66, 4.07], [5.02, -2.94, 2.65], [4.29, -4.90, 1.28], [4.57, -5.64, -1.05], [3.50, -4.40, -2.88], [2.70, -2.29, -3.59], [0.17, -1.18, -2.34], [0.92, -0.76, -3.88], [1.71, -0.31, -2.37], [-0.02, -3.50, -2.98], [1.36, -4.46, -3.54], [0.70, -3.17, -4.56]]}


# 2
{"formula": "C45H56As3ClF5N4OSi2Tl", "method": "ωB97M-V/def2-TZVPD", "energy_ev": -284655.763, "e_homo_ha": -0.049, "e_above_lowest_kcal_mol": 24.7, "total_charge": -2, "orbital_gap_ha": 0.1930, "symbols": ["Tl", "C", "C", "As", "C", "C", "C", "C", "C", "C", "C", "C", "C", "C", "C", "C", "As", "C", "C", "C", "C", "C", "C", "C", "C", "C", "C", "C", "C", "H", "H", "H", "H", "H", "H", "H", "H", "H", "H", "H", "H", "H", "H", "H", "H", "H", "H", "H", "H", "H", "H", "H", "H", "O", "C", "C", "C", "C", "C", "C", "N", "H", "H", "H", "H", "H", "H", "H", "N", "C", "C", "N", "C", "C", "N", "H", "H", "H", "H", "H", "F", "C", "F", "C", "F", "F", "F", "C", "Si", "C", "C", "As", "Si", "C", "C", "C", "H", "H", "H", "H", "H", "H", "H", "H", "H", "H", "H", "H", "H", "H", "H", "H", "H", "H", "Cl", "C", "H", "H"], "positions_angstrom": [[-1.39, 0.93, 0.35], [3.28, -1.13, -1.74], [3.31, -1.25, -0.25], [1.75, -2.25, 0.55], [2.67, -2.74, 2.17], [3.40, -1.81, 2.94], [4.10, -2.25, 4.05], [4.16, -3.61, 4.41], [3.40, -4.52, 3.71], [2.65, -4.08, 2.63], [2.37, -3.89, -0.43], [3.68, -4.42, -0.26], [4.23, -5.29, -1.22], [3.44, -5.74, -2.31], [2.15, -5.26, -2.43], [1.61, -4.35, -1.51], [1.84, 0.07, -2.35], [2.01, -0.17, -4.30], [0.82, 0.11, -5.03], [0.73, -0.19, -6.42], [1.87, -0.71, -7.00], [3.06, -0.86, -6.33], [3.16, -0.60, -4.96], [2.87, 1.77, -2.09], [2.96, 2.18, -0.75], [3.67, 3.34, -0.43], [4.23, 4.08, -1.47], [4.10, 3.68, -2.80], [3.45, 2.52, -3.11], [4.20, -0.68, -2.08], [3.18, -2.06, -2.23], [3.39, -0.22, 0.18], [4.19, -1.86, 0.05], [3.44, -0.78, 2.59], [4.73, -1.59, 4.59], [4.82, -3.97, 5.20], [3.33, -5.58, 3.99], [2.12, -4.82, 2.03], [4.40, -4.08, 0.51], [5.28, -5.54, -1.19], [3.86, -6.40, -3.03], [1.61, -5.62, -3.27], [0.59, -3.96, -1.64], [-0.05, 0.49, -4.53], [-0.21, -0.10, -6.92], [1.79, -0.93, -8.03], [3.89, -1.33, -6.82], [4.10, -0.77, -4.52], [2.43, 1.78, 0.11], [3.73, 3.62, 0.62], [4.74, 5.02, -1.26], [4.54, 4.33, -3.56], [3.33, 2.17, -4.10], [-1.06, -2.12, -1.66], [-2.35, -2.45, -1.15], [-2.18, -2.87, 0.35], [-2.35, -4.21, 0.79], [-2.04, -4.50, 2.11], [-1.64, -3.46, 2.93], [-1.53, -2.18, 2.45], [-1.85, -1.85, 1.16], [-1.20, -1.64, -2.49], [-2.82, -3.26, -1.70], [-2.99, -1.52, -1.17], [-2.57, -4.93, 0.00], [-2.14, -5.51, 2.46], [-1.39, -3.62, 3.96], [-1.20, -1.36, 3.11], [1.19, 5.44, 2.91], [0.93, 5.25, 1.55], [0.21, 4.14, 1.14], [-0.07, 3.91, -0.13], [0.33, 4.87, -1.00], [0.98, 5.99, -0.55], [1.26, 6.20, 0.74], [1.20, 4.56, 3.43], [2.03, 5.95, 3.07], [0.14, 3.33, 1.85], [0.10, 4.63, -2.00], [1.23, 6.72, -1.28], [-1.66, -0.72, -4.29], [-2.46, 0.32, -3.59], [-1.53, 1.17, -2.99], [-2.83, 1.18, -4.77], [-3.40, 0.48, -5.77], [-1.82, 1.86, -5.34], [-3.75, 2.13, -4.37], [-5.00, 3.79, 4.02], [-3.49, 3.15, 3.06], [-1.97, 3.80, 3.89], [-3.59, 3.78, 1.29], [-3.20, 0.87, 3.18], [-5.09, 0.04, 2.27], [-6.64, 0.46, 3.23], [-5.03, -1.83, 2.55], [-5.37, 0.18, 0.47], [-5.01, 4.88, 3.87], [-4.94, 3.60, 5.08], [-5.89, 3.38, 3.54], [-1.71, 4.87, 3.91], [-1.19, 3.18, 3.41], [-2.04, 3.39, 4.91], [-3.76, 4.88, 1.16], [-4.37, 3.27, 0.72], [-2.69, 3.57, 0.74], [-6.39, 0.15, 4.23], [-7.50, -0.11, 2.91], [-6.94, 1.54, 3.14], [-4.61, -2.09, 3.57], [-4.37, -2.24, 1.80], [-6.01, -2.33, 2.41], [-4.49, -0.16, -0.04], [-5.64, 1.12, 0.00], [-6.21, -0.45, 0.15], [1.94, 1.81, 2.92], [0.52, 0.67, 2.25], [-0.10, 0.52, 3.10], [1.04, -0.28, 2.19]]}


# 3
{"formula": "C45H56BrN2OPRhSSi", "method": "ωB97M-V/def2-TZVPD", "energy_ev": -153652.766, "e_homo_ha": -0.389, "e_above_lowest_kcal_mol": 16.3, "total_charge": 1, "orbital_gap_ha": 0.2754, "symbols": ["Rh", "S", "C", "C", "C", "C", "C", "C", "C", "C", "C", "N", "H", "H", "H", "H", "H", "H", "O", "C", "C", "C", "C", "C", "C", "C", "P", "C", "C", "C", "C", "C", "C", "C", "C", "C", "C", "C", "C", "H", "H", "H", "H", "H", "H", "H", "H", "H", "H", "H", "H", "H", "H", "C", "C", "C", "C", "Si", "Br", "C", "C", "C", "C", "C", "C", "C", "C", "H", "H", "H", "H", "H", "H", "H", "H", "H", "H", "H", "H", "H", "H", "H", "H", "H", "H", "H", "H", "H", "H", "H", "H", "H", "H", "H", "C", "C", "C", "C", "C", "N", "H", "H", "H", "H", "H", "H", "H", "H", "H"], "positions_angstrom": [[-1.52, 0.03, -0.64], [-4.68, 2.83, 0.59], [-4.62, 1.63, 1.81], [-3.77, 0.61, 1.50], [-3.14, 0.78, 0.24], [-3.54, 1.95, -0.36], [-3.04, 2.39, -1.66], [-3.60, 3.42, -2.42], [-3.12, 3.66, -3.69], [-2.10, 2.85, -4.20], [-1.58, 1.87, -3.38], [-2.02, 1.65, -2.15], [-5.22, 1.74, 2.70], [-3.60, -0.23, 2.17], [-4.41, 4.01, -2.01], [-3.54, 4.45, -4.29], [-1.72, 2.99, -5.20], [-0.78, 1.22, -3.73], [-0.96, -1.25, 1.83], [-1.59, -1.36, 0.81], [-2.63, -2.45, 0.67], [-3.02, -3.24, 1.74], [-4.00, -4.20, 1.54], [-4.56, -4.38, 0.29], [-4.15, -3.61, -0.79], [-3.19, -2.64, -0.58], [-2.44, -1.58, -1.82], [-1.20, -2.61, -2.65], [-0.75, -2.29, -3.93], [0.24, -3.05, -4.53], [0.81, -4.12, -3.85], [0.38, -4.43, -2.57], [-0.62, -3.68, -1.97], [-3.71, -1.19, -3.04], [-3.85, -1.90, -4.24], [-4.90, -1.62, -5.09], [-5.83, -0.65, -4.76], [-5.72, 0.03, -3.55], [-4.67, -0.24, -2.69], [-2.57, -3.08, 2.72], [-4.34, -4.81, 2.37], [-5.33, -5.14, 0.15], [-4.59, -3.76, -1.77], [-1.17, -1.44, -4.46], [0.56, -2.82, -5.54], [1.57, -4.72, -4.33], [0.82, -5.26, -2.03], [-0.95, -3.94, -0.97], [-3.14, -2.68, -4.50], [-5.00, -2.17, -6.02], [-6.65, -0.43, -5.43], [-6.47, 0.77, -3.27], [-4.61, 0.26, -1.74], [5.00, 2.38, 3.64], [4.17, 1.87, 2.45], [4.04, 3.04, 1.45], [4.96, 0.76, 1.75], [2.46, 1.19, 3.04], [1.28, 0.99, 1.07], [1.43, 2.43, 4.08], [1.92, 2.48, 5.53], [-0.07, 2.08, 4.10], [1.56, 3.84, 3.48], [2.54, -0.58, 3.77], [3.65, -0.68, 4.83], [2.79, -1.65, 2.70], [1.20, -0.93, 4.45], [5.98, 2.70, 3.28], [5.16, 1.63, 4.41], [4.53, 3.25, 4.11], [5.04, 3.25, 1.04], [3.68, 3.95, 1.90], [3.39, 2.79, 0.61], [5.85, 1.19, 1.29], [4.37, 0.27, 0.96], [5.29, -0.01, 2.45], [1.84, 1.52, 6.03], [1.31, 3.19, 6.10], [2.96, 2.81, 5.62], [-0.29, 1.22, 4.73], [-0.47, 1.88, 3.11], [-0.62, 2.93, 4.52], [2.56, 4.25, 3.61], [0.87, 4.51, 4.01], [1.30, 3.87, 2.42], [4.64, -0.57, 4.40], [3.60, -1.68, 5.29], [3.53, 0.05, 5.63], [3.79, -1.60, 2.26], [2.05, -1.60, 1.89], [2.70, -2.64, 3.17], [1.05, -0.36, 5.36], [1.23, -1.99, 4.73], [0.35, -0.79, 3.79], [3.18, 1.37, -2.47], [2.60, 0.02, -2.90], [2.43, -0.05, -4.42], [3.48, -1.13, -2.39], [1.29, -0.12, -2.24], [0.33, -0.23, -1.63], [4.16, 1.49, -2.92], [3.28, 1.43, -1.39], [2.54, 2.20, -2.81], [3.40, 0.09, -4.88], [1.77, 0.74, -4.78], [2.03, -1.02, -4.73], [4.46, -1.07, -2.87], [3.04, -2.10, -2.62], [3.62, -1.06, -1.31]]}